DFT (wB97M-V/def2-TZVPD) results for a 2-piece molecular cluster, C3H6NO3 overall at a distorted geometry.

The HOMO energy (alpha / beta) comes out at -8.542 / -8.541 eV. The relative energy (zero: lowest compared OMol25 entry of this formula, charge and spin) comes out at 60.54 kJ/mol. Its expectation value of S² is 0.758. The value obtained for the lowest unoccupied orbital energy (alpha / beta) is 0.018 / -0.120 Ha. As for the multiplicity: 2.

Structure (XYZ):
```
13
Properties=species:S:1:pos:R:3:forces:R:3:lowdin_charge:R:1
N 2.783497 -0.587230 -1.661074 0.1 -0.4 -0.2 0.20
C 1.584214 -0.218097 -1.186948 1.1 0.4 -0.2 -0.75
O 0.521718 -0.808781 -1.420201 -0.5 0.1 0.2 0.17
O 1.463222 0.838244 -0.485149 -0.5 -0.2 0.0 0.17
H 3.626105 -0.146239 -1.337076 -0.1 0.1 0.1 0.12
H 2.868692 -1.472505 -2.134564 -0.1 0.1 0.0 0.12
C -2.212444 -0.433273 1.749605 0.1 0.2 0.2 0.00
C -1.548409 0.406289 0.973582 -0.5 -0.2 -0.2 -0.28
O -2.055588 1.653054 0.720256 0.4 0.1 0.0 -0.01
H -1.868030 -1.442812 1.894328 0.0 0.0 0.1 0.05
H -3.091207 -0.068709 2.262473 -0.1 -0.2 0.0 0.06
H -0.659560 0.137162 0.426897 0.1 0.0 0.0 0.06
H -1.412208 2.142897 0.197875 -0.1 0.0 0.0 0.09
```
Positions in Å, forces in eV/Å.



DFT (wB97M-V/def2-TZVPD) results for a 2-piece molecular cluster, C3H6NO3S overall at a distorted geometry.

The HOMO energy (alpha / beta) comes out at -2.842 / -2.843 eV. The relative energy (zero: lowest compared OMol25 entry of this formula, charge and spin) comes out at 346.96 kJ/mol. The value obtained for the lowest unoccupied orbital energy (alpha / beta) is 0.126 / 0.126 Ha. The net charge is -1.

Structure (XYZ):
```
14
Properties=species:S:1:pos:R:3:forces:R:3:lowdin_charge:R:1
C -0.401892 -1.381795 -0.161264 -2.5 -0.1 -2.1 -0.68
C -0.875660 1.116743 -0.413762 1.3 -1.2 3.5 -0.11
C -0.402088 -0.102299 0.355265 0.6 -1.1 -1.8 -0.22
N 3.163360 -1.178785 0.173499 -1.3 -0.5 -0.8 -0.32
O -0.856517 -1.698599 -1.304873 1.4 -0.3 1.4 -0.10
O -0.076927 -2.411187 0.753837 0.3 0.6 0.2 -0.03
O 3.076294 1.090333 -0.489726 -0.2 1.2 -0.9 -0.55
S 2.463516 -0.189489 -0.785594 0.7 -0.6 2.0 0.81
H -0.007737 1.590134 -0.766558 1.1 1.6 -0.2 0.02
H -1.413487 0.922293 -1.263962 -1.9 -0.9 -1.7 0.03
H -1.393289 1.618608 0.397902 -0.3 1.1 -0.6 0.06
H -0.087831 -0.133061 1.351742 0.4 1.2 1.6 0.05
H 0.013334 -1.889041 1.576804 0.1 -0.8 -0.4 0.07
H 2.569895 -2.021502 0.157832 0.3 -0.1 -0.1 -0.03
```
Positions in Å, forces in eV/Å.



DFT (wB97M-V/def2-TZVPD) results for C3H6NO4PtS as an isolated structure at a distorted geometry.

The HOMO energy (alpha / beta) comes out at -6.522 / -9.384 eV. Its expectation value of S² is 3.769. The value obtained for the lowest unoccupied orbital energy (alpha / beta) is -0.027 / -0.096 Ha. As for the multiplicity: 4.

Structure (XYZ):
```
16
Properties=species:S:1:pos:R:3:forces:R:3:lowdin_charge:R:1
O -0.699494 1.734775 0.034816 -6.3 3.5 1.1 -0.45
C -1.928011 1.169118 -0.229298 -2.2 -0.7 -0.2 -0.29
C -2.023460 -0.294827 0.195964 0.6 -0.4 0.0 -0.19
O -1.062477 -1.085642 -0.504382 -2.2 -0.4 -0.7 -0.20
C 0.151927 -1.219085 0.041810 1.4 0.1 1.1 -0.28
Pt 0.818631 0.943831 -0.122830 2.8 -1.6 0.0 1.36
H -2.185711 1.224152 -1.306389 0.4 0.2 0.4 0.14
H -2.742230 1.690834 0.312924 0.5 0.1 -0.2 0.13
H -3.008544 -0.706148 -0.057843 0.2 0.2 0.1 0.14
H -1.850916 -0.394492 1.279144 -0.1 0.0 -0.2 0.13
H 0.819293 -1.865573 -0.533006 -0.3 0.0 0.3 0.08
H 0.204254 -1.244674 1.140007 -0.1 -0.6 -0.3 0.07
N 2.491956 0.970376 -0.793296 3.7 0.9 -2.2 -0.54
S 3.416454 0.093561 -0.051918 2.3 -3.8 2.0 0.59
O 4.588822 -0.539122 -0.654078 -1.4 1.4 0.4 -0.31
O 3.009505 -0.477088 1.248375 0.7 1.1 -1.4 -0.37
```
Positions in Å, forces in eV/Å.



DFT (wB97M-V/def2-TZVPD) results for an isolated ion of composition C3H6NOS and charge -1 at a distorted geometry.

The HOMO energy comes out at -2.593 eV. The relative energy (zero: lowest compared OMol25 entry of this formula, charge and spin) comes out at 123.23 kJ/mol. The value obtained for the lowest unoccupied orbital energy is 0.132 Ha. The net charge is -1. The SMILES is NC(=O)CC[S-].

Structure (XYZ):
```
12
Properties=species:S:1:pos:R:3:forces:R:3:lowdin_charge:R:1
C 0.272326 -0.072041 0.743708 0.9 -1.3 0.4 -0.23
C 1.232950 0.763235 -0.099831 -0.3 2.4 -0.7 -0.74
S 2.813026 1.561476 0.710229 -1.8 -0.9 -0.3 -0.05
C -1.117312 -0.560514 0.381097 -0.6 -0.6 -0.9 -0.52
N -1.246211 -0.735012 -1.017883 -1.3 -0.9 0.5 0.11
O -1.978712 -0.973326 1.159750 1.3 0.6 -0.7 0.01
H 0.807038 -1.064961 0.700297 -0.5 0.6 1.2 0.13
H 0.182076 0.407137 1.702135 0.3 -0.4 0.8 0.09
H 1.657574 0.241727 -0.939146 -0.2 -0.6 -0.3 0.00
H 0.576314 1.569076 -0.536654 0.9 -0.1 0.2 0.04
H -2.091533 -1.273828 -1.314401 0.9 1.1 0.5 0.10
H -1.107537 0.137029 -1.489302 0.3 0.2 -0.6 0.07
```
Positions in Å, forces in eV/Å.



DFT (wB97M-V/def2-TZVPD) results for an isolated ion of composition C3H6NOS and charge -1 at a distorted geometry.

The HOMO energy comes out at -2.802 eV. The relative energy (zero: lowest compared OMol25 entry of this formula, charge and spin) comes out at 231.31 kJ/mol. The value obtained for the lowest unoccupied orbital energy is 0.146 Ha. The net charge is -1. The SMILES is N[C@@H](C=O)C[S-].

Structure (XYZ):
```
12
Properties=species:S:1:pos:R:3:forces:R:3:lowdin_charge:R:1
O -0.347160 -2.069390 -1.740704 0.8 4.0 1.1 -0.04
C -0.063720 -0.886300 -1.396981 -0.9 -3.0 0.0 -0.22
C 0.243545 -0.360827 -0.011162 1.1 -2.4 1.0 -0.49
C 0.369610 1.164240 0.183372 1.5 1.7 -0.4 -0.74
S -1.180465 1.991583 0.664567 -0.4 0.1 -0.4 0.15
N -0.633534 -0.883393 1.045570 -2.6 0.3 -3.5 -0.04
H 0.159269 -0.090284 -2.090647 0.0 0.2 -1.3 0.10
H 1.215177 -1.061854 0.087851 -1.1 2.0 0.1 0.17
H 1.043760 1.327358 1.038206 0.0 -0.4 -0.1 0.02
H 0.877560 1.857862 -0.600441 -0.8 -1.8 0.5 0.05
H -1.484993 -0.189747 0.908322 1.9 -1.4 1.3 0.00
H -0.199046 -0.799243 1.912051 0.6 0.7 1.7 0.02
```
Positions in Å, forces in eV/Å.



DFT (wB97M-V/def2-TZVPD) results for an isolated ion of composition C3H6NOS and charge -1 at a distorted geometry.

The HOMO energy comes out at -2.738 eV. The relative energy (zero: lowest compared OMol25 entry of this formula, charge and spin) comes out at 128.05 kJ/mol. The value obtained for the lowest unoccupied orbital energy is 0.150 Ha. The net charge is -1. The SMILES is N[C@H](C=O)C[S-].

Structure (XYZ):
```
12
Properties=species:S:1:pos:R:3:forces:R:3:lowdin_charge:R:1
O -0.415699 -2.320674 -0.935821 -0.1 -0.2 -0.1 -0.01
C 0.062441 -1.412077 -0.289357 0.0 -0.1 0.1 -0.28
C 0.240243 -0.035422 -0.879715 0.4 0.7 0.0 -0.48
C 0.933344 0.997675 0.075307 -1.5 -0.7 -0.9 -0.73
S 0.149986 0.977238 1.701923 0.1 0.0 0.5 0.16
N -1.068188 0.521849 -1.302180 0.4 0.1 0.6 0.01
H 0.339721 -1.574698 0.761416 0.2 0.2 0.0 0.07
H 0.869566 -0.142906 -1.776902 -0.1 -0.2 0.0 0.12
H 0.648528 1.944441 -0.391533 0.7 0.2 -0.1 0.03
H 2.003407 0.817412 0.030218 0.2 0.2 0.3 0.04
H -1.710686 -0.246400 -1.452481 -0.1 0.0 -0.1 0.05
H -1.379589 1.008171 -0.450923 -0.2 -0.2 -0.2 0.02
```
Positions in Å, forces in eV/Å.



DFT (wB97M-V/def2-TZVPD) results for an isolated ion of composition C3H6NOS2 and charge -1 at a distorted geometry.

The HOMO energy (alpha / beta) comes out at -3.045 / -1.935 eV. The relative energy (zero: lowest compared OMol25 entry of this formula, charge and spin) comes out at 282.10 kJ/mol. The value obtained for the lowest unoccupied orbital energy (alpha / beta) is 0.126 / 0.127 Ha. The net charge is -1.

Structure (XYZ):
```
13
Properties=species:S:1:pos:R:3:forces:R:3:lowdin_charge:R:1
C 0.872711 0.508031 1.171173 -1.0 0.4 -0.1 -0.12
C 1.185592 -0.156289 -0.098731 1.4 -1.4 -2.1 -0.34
C -1.193799 -0.127681 0.011112 1.8 -0.6 2.2 -1.28
N -0.061984 -0.068989 -0.884477 -0.5 1.0 0.8 -0.33
O -0.333058 -0.888118 -1.967725 -0.4 -2.2 -0.7 -0.12
S -1.961462 -1.550650 0.602748 0.5 0.3 -0.9 0.36
S -2.065808 1.327423 0.183329 0.1 1.9 -0.3 0.64
H 0.886910 -0.103490 2.044414 0.0 0.0 0.6 0.01
H 0.827725 1.613414 1.282835 0.2 -1.0 -0.2 0.03
H 2.082686 0.222960 -0.676546 -1.1 0.6 0.1 0.09
H 1.571478 -1.210289 -0.078861 -0.9 0.2 0.9 0.10
H -0.896149 -1.661734 -1.602269 1.2 1.3 -0.3 0.05
H -0.914839 2.095413 0.012994 -1.3 -0.3 0.0 -0.11
```
Positions in Å, forces in eV/Å.



DFT (wB97M-V/def2-TZVPD) results for one molecule with the formula C3H6NP at a distorted geometry.

The HOMO energy comes out at -8.088 eV. The relative energy (zero: lowest compared OMol25 entry of this formula, charge and spin) comes out at 219.20 kJ/mol. The value obtained for the lowest unoccupied orbital energy is 0.008 Ha. The SMILES is C=CN=[PH]=C.

Structure (XYZ):
```
11
Properties=species:S:1:pos:R:3:forces:R:3:lowdin_charge:R:1
C -1.223874 -0.826187 -0.133920 -0.7 -0.5 0.3 -0.38
C -1.697498 0.377222 0.161970 2.8 1.1 1.5 -0.03
C 1.699662 0.967041 -0.256433 1.1 -1.0 0.9 -0.26
N -0.000340 -1.385633 -0.009481 0.7 -0.1 0.6 -0.26
P 1.299394 -0.581782 0.159670 -1.4 3.1 -1.2 0.83
H -1.879196 -1.628594 -0.377127 -1.2 -0.1 -0.8 0.08
H -2.686760 0.524163 -0.003472 -2.9 0.6 -0.3 0.00
H -1.164747 1.199575 0.747089 -0.4 -1.3 -1.2 0.08
H 2.735920 1.409923 -0.127251 -1.8 -0.5 -0.3 0.03
H 0.754574 1.431827 -0.488734 0.3 1.0 -0.1 -0.03
H 2.162870 -1.487558 0.327691 3.4 -2.5 0.8 -0.06
```
Positions in Å, forces in eV/Å.



DFT (wB97M-V/def2-TZVPD) results for a 2-piece molecular cluster, C3H6NP overall at a distorted geometry.

The HOMO energy comes out at -8.924 eV. The relative energy (zero: lowest compared OMol25 entry of this formula, charge and spin) comes out at 304.41 kJ/mol. The value obtained for the lowest unoccupied orbital energy is 0.038 Ha. The SMILES is C=NP.C#C.

Structure (XYZ):
```
11
Properties=species:S:1:pos:R:3:forces:R:3:lowdin_charge:R:1
C 1.632749 1.015287 -0.472271 1.1 0.5 0.0 -0.06
C 0.769410 1.070878 -1.302956 -0.5 -0.3 -1.6 -0.11
C -0.082414 -1.823127 1.307397 0.9 3.5 -0.5 -0.18
N -1.082587 -1.285303 0.765963 -1.5 0.0 0.1 -0.35
P -1.391955 0.425624 0.686559 2.9 -0.3 1.1 0.77
H 2.542303 1.109878 0.121592 -1.0 -0.2 -0.2 0.03
H -2.554221 0.685634 1.310822 -2.0 -0.7 0.7 -0.18
H 0.078042 1.028340 -2.180578 0.9 0.1 1.7 0.05
H 0.050082 -2.825042 1.183489 0.3 -3.0 0.0 0.02
H 0.818340 -1.258264 1.697794 -1.0 -0.3 0.1 0.07
H -0.765101 0.577664 2.024931 0.0 0.8 -1.2 -0.06
```
Positions in Å, forces in eV/Å.



DFT (wB97M-V/def2-TZVPD) results for one molecule with the formula C3H6NPS at a distorted geometry.

The HOMO energy (alpha / beta) comes out at -8.148 / -8.147 eV. The relative energy (zero: lowest compared OMol25 entry of this formula, charge and spin) comes out at 341.67 kJ/mol. The value obtained for the lowest unoccupied orbital energy (alpha / beta) is 0.007 / 0.007 Ha.

Structure (XYZ):
```
12
Properties=species:S:1:pos:R:3:forces:R:3:lowdin_charge:R:1
C 1.484247 -0.474143 0.254412 -2.2 0.6 0.0 -0.42
C 1.445415 0.974001 -0.028580 0.0 0.5 -0.6 -0.47
C -1.017907 0.041602 -0.570866 2.3 -0.8 2.2 -0.78
N 0.585480 -1.300618 0.194617 -3.4 0.1 -0.8 0.11
P -2.738121 -0.126289 0.024439 -0.1 -0.3 -1.4 0.74
S -0.272655 1.501183 0.075277 0.4 -0.4 -1.1 0.80
H 2.370857 -0.836568 0.543792 3.9 -1.2 1.1 0.07
H 2.088637 1.511778 0.654201 -0.1 0.4 0.3 0.07
H 1.945838 1.012171 -1.000993 -0.4 0.6 -0.3 0.09
H -0.726688 -0.514516 -1.462730 -0.3 1.0 -0.2 0.03
H -2.603710 -0.297063 1.369250 0.6 0.5 1.3 -0.13
H -2.561391 -1.491542 -0.052818 -0.6 -1.0 -0.5 -0.11
```
Positions in Å, forces in eV/Å.



DFT (wB97M-V/def2-TZVPD) results for one molecule with the formula C3H6O at a distorted geometry.

The HOMO energy comes out at -8.804 eV. The relative energy (zero: lowest compared OMol25 entry of this formula, charge and spin) comes out at 176.01 kJ/mol. The value obtained for the lowest unoccupied orbital energy is 0.040 Ha. The SMILES is C=COC.

Structure (XYZ):
```
10
Properties=species:S:1:pos:R:3:forces:R:3:lowdin_charge:R:1
C 1.732525 -0.066286 0.022479 -1.9 0.7 0.5 -0.03
C -0.770968 0.288660 -0.151526 2.1 1.1 -0.3 -0.29
C -1.964877 -0.234827 -0.043660 -3.1 -1.0 2.0 -0.03
H 2.314750 -0.478810 -0.792147 0.1 0.0 0.0 0.07
H 1.807630 1.064758 0.039795 -0.3 -1.3 -0.2 0.09
H 2.104617 -0.445469 1.014646 -0.7 0.2 -1.0 0.09
H -0.524445 1.376804 -0.274952 -0.5 -1.0 0.3 0.12
H -2.882312 0.373272 0.260875 1.5 -0.6 -1.1 0.07
H -2.130738 -1.341554 0.171755 0.6 1.5 -0.6 0.08
O 0.313818 -0.536545 -0.247262 2.1 0.3 0.4 -0.18
```
Positions in Å, forces in eV/Å.



DFT (wB97M-V/def2-TZVPD) results for one molecule with the formula C3H6O at a distorted geometry.

The HOMO energy comes out at -9.659 eV. The relative energy (zero: lowest compared OMol25 entry of this formula, charge and spin) comes out at 230.11 kJ/mol. The value obtained for the lowest unoccupied orbital energy is 0.041 Ha. The SMILES is OC1CC1.

Structure (XYZ):
```
10
Properties=species:S:1:pos:R:3:forces:R:3:lowdin_charge:R:1
O 1.569268 -0.652685 -0.138145 0.2 -0.1 0.0 -0.04
C 0.305752 -0.315977 -0.641569 0.0 0.2 -0.4 -0.44
C -0.127673 1.023849 -0.054933 -0.4 -1.0 1.2 -0.04
C -0.778277 -0.459943 0.326319 0.2 0.8 0.3 -0.08
H 1.497112 -0.655719 0.830044 0.1 0.0 -0.4 0.09
H 0.218649 -0.624180 -1.675032 0.0 0.1 0.0 0.14
H -0.912334 1.769165 -0.074392 -0.2 -0.3 -1.6 0.07
H 0.791839 1.517644 0.314161 -0.7 -0.9 0.9 0.10
H -1.752024 -0.691480 -0.141959 0.4 0.9 0.4 0.10
H -0.660232 -1.019356 1.259916 0.4 0.3 -0.3 0.09
```
Positions in Å, forces in eV/Å.



no.,calculated total energy (eV)
1,-10838.55654
2,-21675.32515
3,-26961.56744
4,-17581.78806
5,-17580.66788
6,-17581.73808
7,-28412.75895
8,-13983.55622
9,-13982.67309
10,-24818.41382
11,-5253.87004
12,-5253.30938